[1]
This record from the OMol25 dataset describes a 2-piece molecular cluster, C4H12NPS2 overall at a distorted geometry. The level of theory is ωB97M-V with the def2-TZVPD basis set.

F_max = 4.320 eV/A
HOMO (spin up / spin down) = -7.5 / -7.5 eV
M = 169.3 g mol⁻¹
Total energy = -1351.99807 Eh
Charge = 0
ΔE to the lowest compared entry with this formula, charge and spin = 372.0 kJ/mol
LUMO level (spin up / spin down) = -1.38 / -1.37 eV

Geometry as XYZ:
```
20
C4H12NPS2 ωB97M-V with the def2-TZVPD basis set
C 0.567 3.068 -0.230
C -1.832 -1.750 -0.263
C 2.023 -2.277 1.075
C -0.476 2.080 -0.820
N -1.463 -0.460 -0.786
P -0.389 0.400 0.063
S -0.559 0.140 1.982
S 2.486 -1.170 -0.235
H 1.647 2.726 -0.357
H 0.556 3.908 -0.821
H 0.442 3.130 0.781
H -2.782 -2.162 -0.644
H -1.029 -2.532 -0.257
H -2.204 -1.440 0.795
H 2.988 -2.797 1.291
H 1.409 -3.116 0.703
H 1.865 -1.565 1.956
H -0.418 1.897 -1.836
H -1.552 2.303 -0.636
H -1.277 -0.381 -1.761
```

Results of the Mulliken charge analysis, in e, for atoms 1 through 8:
1. C -1.192
2. C -0.746
3. C -0.739
4. C -0.565
5. N -0.297
6. P 0.490
7. S -0.390
8. S -0.286


[2]
This record from the OMol25 dataset describes a 2-piece molecular cluster, C14H17N4O6 overall at a distorted geometry. The level of theory is ωB97M-V with the def2-TZVPD basis set.

F_max = 3.686 eV/A
HOMO = -3.0 eV
M = 337.3 g mol⁻¹
Total energy = -1214.00289 Eh
Charge = -1
ΔE to the lowest compared entry with this formula, charge and spin = 21.2 kJ/mol
LUMO level = 0.75 eV

Geometry as XYZ:
```
41
C14H17N4O6 ωB97M-V with the def2-TZVPD basis set
C 3.669 -1.112 2.864
C 2.748 0.078 2.942
O 1.398 -0.427 2.832
C 0.480 0.584 2.841
C -0.886 0.046 2.608
C -1.967 0.861 3.124
O -1.792 1.937 3.689
C -3.403 0.277 3.010
C -3.483 -1.226 3.251
C -2.462 -1.972 2.389
C -1.035 -1.409 2.550
O 0.781 1.743 3.061
H 4.715 -0.790 2.860
H 3.523 -1.783 3.717
H 3.465 -1.663 1.939
H 2.856 0.609 3.897
H 2.929 0.774 2.110
H -4.024 0.822 3.728
H -3.810 0.491 2.006
H -3.313 -1.429 4.315
H -4.495 -1.564 2.999
H -2.421 -3.031 2.675
H -2.813 -1.933 1.341
H -0.378 -1.864 1.793
H -0.646 -1.724 3.545
C -2.094 -0.842 -4.528
O -1.869 0.598 -4.454
C -1.121 1.042 -3.435
N -0.955 2.370 -3.399
C -0.179 2.812 -2.440
N 0.391 4.079 -2.388
O 1.395 3.973 -1.456
N 1.444 2.588 -0.888
O 2.352 2.346 -0.120
C 0.394 1.911 -1.453
C 0.114 0.543 -1.541
N -0.641 0.142 -2.574
H -2.881 -0.964 -5.293
H -1.175 -1.361 -4.839
H -2.409 -1.229 -3.552
H 0.615 -0.136 -0.845
```

Results of the Mulliken charge analysis, in e, for atoms 1 through 8:
1. C -1.261
2. C 0.012
3. O -0.214
4. C 0.056
5. C 0.323
6. C 0.494
7. O -0.737
8. C -0.829